A cluster of 14 separate species, H29O14 in total, computed with ωB97M-V with the def2-TZVPD basis set.

```
43
H29O14 | the OMol25 dataset | ωB97M-V with the def2-TZVPD basis set
O -2.00048 -2.01377 2.06204
H -0.73075 -1.33778 2.60363
O 3.00604 4.45757 0.63091
H 2.88571 4.39311 1.67157
H 3.27504 -0.22255 -4.09996
O -2.14582 -1.51947 -1.50718
H 1.03063 0.60014 0.95057
H -1.20357 -1.70611 -1.56749
O 2.76325 1.98882 -0.47989
H 3.53009 1.69114 -0.92797
H 3.37548 2.62986 0.00752
O -2.07145 0.44321 2.66144
H -2.72886 0.79779 3.17582
H -1.38926 1.00628 2.83253
O 1.56899 -2.98298 -2.06779
H 2.49449 0.46581 -3.25253
H 0.07830 -0.84161 1.29347
O 0.19621 -3.45526 0.15996
H 1.01218 -3.11962 -0.32016
H -0.32014 -3.99345 -0.13455
O -0.06758 4.76440 -0.56338
H -0.71226 5.41478 -0.82807
H 2.30064 -2.32283 -1.73015
O 2.07120 -0.94431 3.27738
H 2.27315 -0.65001 2.41757
H -1.93658 -2.71317 1.46479
O 0.17787 -1.53667 2.18078
H -3.82194 -0.43748 -2.03748
H -2.13799 -1.74554 -0.55455
O 0.22138 0.23147 0.36120
H 1.54453 -2.93762 -2.97240
H -2.63561 1.89215 -2.34664
O -2.77283 1.83805 -1.30584
H 2.95544 -1.06287 3.85772
H -3.09638 1.00670 -1.23800
O -4.34238 -1.23023 -2.33795
H 2.27757 4.96666 0.40256
H -4.18310 -2.11122 -2.07862
O 2.83028 -0.45669 -3.25732
H 0.04930 -2.51188 1.80571
H -0.27311 3.82923 -0.74081
H -2.74555 -1.38662 1.80547
H -0.60214 0.82255 0.72606
```

Computed properties:
charge	+1
electronic energy	-29123.851	eV
maximum force	0.3262	hartree/bohr

***

A cluster of 2 separate species, C5H6N2O2 in total, computed with ωB97M-V with the def2-TZVPD basis set.

```
15
C5H6N2O2 | the OMol25 dataset | ωB97M-V with the def2-TZVPD basis set
C 1.84057 -0.83625 0.87669
C 0.47356 -0.86120 0.29005
C 0.06242 -0.46561 -0.95978
O -1.22563 -0.86838 -1.09762
N -1.77731 -0.79147 0.14938
C -0.77923 -1.03984 0.96014
C 0.40507 0.73045 -1.69298
N 0.86364 1.80164 -1.86876
H 2.15616 -1.86069 1.11844
H 2.54883 -0.35758 0.19131
H 1.84988 -0.25822 1.81083
H -0.96423 -1.44638 1.95327
O -2.06082 2.19176 -0.73609
H -1.12067 2.71236 -0.69290
H -2.27223 1.34939 -0.30197
```

Computed properties:
electronic energy	-12353.083	eV
maximum force	0.0900	hartree/bohr
structure (SMILES)	Cc1cnoc1C#N.O

***

An isolated molecule of C22H24ClN3O2S, computed with ωB97M-V with the def2-TZVPD basis set.

```
53
C22H24ClN3O2S | the OMol25 dataset | ωB97M-V with the def2-TZVPD basis set
C 3.02107 -1.85711 3.04593
C 1.64160 -1.94512 2.50933
C 1.12860 -2.03898 1.24196
N -0.23480 -2.07938 1.33638
C -0.50955 -2.00456 2.60703
C -1.82812 -2.00070 3.19715
C -2.95116 -2.08772 2.37297
C -4.21745 -2.08655 2.91986
C -4.36579 -1.99784 4.29729
C -3.25975 -1.91008 5.12983
C -1.99387 -1.91144 4.57909
H -1.12542 -1.84429 5.21615
H -3.39320 -1.84223 6.19808
Cl -5.95014 -1.99774 4.98472
H -5.08917 -2.15489 2.28829
H -2.80713 -2.15855 1.30681
O 0.59681 -1.92206 3.37760
C 1.84872 -2.09933 -0.07134
N 1.96132 -0.87726 -0.84108
C 2.57626 0.25302 -0.17795
C 1.61794 1.10973 0.66378
H 1.28214 0.55443 1.54114
H 2.15340 1.99793 1.00259
C 0.38999 1.53207 -0.14836
C 0.75756 2.56605 -1.20943
O 1.88890 2.91508 -1.47057
N -0.32370 3.11150 -1.82219
H -1.23779 2.72907 -1.63735
C -0.18639 3.92740 -3.01461
C -0.32379 3.08733 -4.24287
C 0.62839 2.31197 -4.82815
C 0.13936 1.56937 -5.92657
C -1.18005 1.78386 -6.15490
S -1.85725 2.89660 -5.03274
H -1.80651 1.36135 -6.91503
H 0.74635 0.90802 -6.51830
H 1.64631 2.27966 -4.48301
H 0.81527 4.36408 -2.97401
H -0.93869 4.71961 -2.99645
C -0.24553 0.29202 -0.79401
C 0.80528 -0.47248 -1.60753
H 0.35328 -1.35976 -2.05598
H 1.16873 0.17315 -2.41634
H -1.07608 0.56737 -1.44790
H -0.63469 -0.36221 -0.01178
H -0.34072 2.00377 0.52174
H 3.39251 -0.11315 0.44815
H 3.00047 0.89216 -0.95754
H 2.86898 -2.45232 0.11904
H 1.34192 -2.83387 -0.70232
H 3.73068 -2.21487 2.30529
H 3.26919 -0.82531 3.29804
H 3.10572 -2.45684 3.95007
```

Computed properties:
electronic energy	-55127.327	eV
maximum force	0.0238	hartree/bohr
structure (SMILES)	Cc1oc(-c2ccc(Cl)cc2)nc1CN1CCC(C(=O)NCc2cccs2)CC1

***

A cluster of 2 separate species, C4H8ClN2 in total, computed with ωB97M-V with the def2-TZVPD basis set.

```
15
C4H8ClN2 | the OMol25 dataset | ωB97M-V with the def2-TZVPD basis set
C 0.59241 0.55184 -0.34986
C -1.68930 0.92073 -0.28923
C -1.41063 -0.56763 -0.55325
C 3.90129 -0.31341 0.76312
N -0.33246 1.33591 0.12732
N 0.05854 -0.59689 -0.66324
Cl 5.01736 0.16595 -0.32250
H -1.98802 1.42202 -1.11008
H -2.34133 1.02193 0.60998
H -1.63810 -1.31809 0.18146
H -1.97877 -0.80816 -1.53437
H 3.67134 0.34366 1.48618
H 3.43895 -1.27621 0.49296
H 0.00197 2.23253 0.50251
H 0.68030 -1.38237 -0.79301
```

Computed properties:
charge	+1
electronic energy	-19768.819	eV
maximum force	0.1089	hartree/bohr